Here is a structure of composition C28H26N8RuS in a non-equilibrium geometry from the Open Molecules 2025 dataset. Energies are from the ωB97M-V functional and the def2-TZVPD basis.

```
64
C28H26N8RuS the ωB97M-V functional and the def2-TZVPD basis
C -4.02976 0.92767 0.06690
C -2.56786 0.72147 0.03030
H 3.62714 -3.90003 -2.32650
C -0.94216 3.88587 0.68210
H 2.07624 -3.55323 1.68420
N 3.28554 -1.36423 3.57490
H 1.24154 4.00487 -3.85710
C -4.73356 0.54847 1.20730
C -2.07606 3.18737 0.29030
H 3.01734 5.31127 -2.69260
H 4.54624 -2.87003 1.16620
C -2.93926 -1.75263 -0.18990
N 3.28944 0.26427 1.97450
H 0.07084 -2.81973 -0.87430
H 4.90094 -4.43973 0.43420
H -6.66166 0.35437 2.11570
C 2.70544 4.35557 -2.30370
C 0.05854 2.93897 0.86650
N -0.81626 -0.95403 -0.41360
H 1.96514 -4.35853 -1.95370
H 2.65214 -5.13383 1.15390
H 4.22024 -1.08043 3.82570
H 4.04084 4.37527 -0.62300
C -6.78966 1.12467 0.11610
C 2.18334 -4.21073 0.82480
C -0.82126 -2.28093 -0.61140
H -4.15116 1.70447 -1.92050
H 2.74844 -1.85123 4.27240
C 4.50704 -3.44493 0.24250
C -6.08586 1.51907 -1.02170
H -2.37886 -3.84573 -0.58490
N 2.74354 0.89517 0.96010
H 1.19394 -4.44533 0.44240
H 1.05574 3.10137 1.24110
C 2.53104 -2.24563 -0.48220
C -8.20406 1.18457 0.13370
C 1.70164 3.63417 -2.95660
H 3.29844 -5.36653 -1.39960
C 3.06294 -3.56013 -0.25860
C -1.71406 1.82037 0.22530
C 1.30824 2.41977 -2.42200
N -0.38456 1.69937 0.56650
S 0.91964 -0.92343 2.47540
N -9.34846 1.21667 0.15050
H -4.19696 0.16517 2.06200
C 2.98314 -4.34313 -1.57300
H 4.09884 2.47927 1.09130
C 3.27234 3.84307 -1.16330
H -0.85186 4.94297 0.83830
C -2.12526 -0.59443 -0.14260
C -2.10586 -2.81523 -0.48020
C 2.62594 -0.61263 2.66870
C 2.82344 2.59807 -0.67190
H 0.53164 1.82677 -2.88970
H -3.04806 3.57857 0.07020
C -4.70936 1.42197 -1.04010
C 3.30044 2.01627 0.52150
N 2.01054 -1.22963 -0.64070
H 5.14114 -2.96563 -0.49890
H -6.61786 1.87657 -1.89060
Ru 0.82224 0.23427 0.01180
C -6.10816 0.65467 1.23930
H -3.99546 -1.78553 -0.02100
N 1.84214 1.91477 -1.32240
```

Output
Total charge: +1
Spin multiplicity: 2
Highest occupied orbital energy (alpha / beta): -10.518 / -10.497 eV
Strongest force on any atom: 3.0 eV/Å
Gap between HOMO and LUMO (alpha / beta): 6.6 / 6.0 eV
Calculated total energy: -2013.48839 Ha

***

Here is a structure of composition C28H27BCsN13 in a non-equilibrium geometry from the Open Molecules 2025 dataset. Energies are from the ωB97M-V functional and the def2-TZVPD basis.

```
70
C28H27BCsN13 the ωB97M-V functional and the def2-TZVPD basis
H 8.64732 13.09978 10.13877
N 12.52303 13.30965 10.02884
H 14.89744 13.01916 9.20567
N 9.62526 14.04694 8.42356
H 15.59892 6.07921 5.45225
H 13.33569 5.84292 6.12195
H 13.83040 15.06871 5.62549
H 10.04133 14.21470 11.95294
C 7.55697 13.15441 8.23496
C 16.89694 12.76064 6.43803
C 9.00006 16.90791 9.70139
B 10.71685 14.88444 9.17460
C 13.16277 16.75002 7.04793
C 8.61674 13.33893 9.09699
C 10.87983 13.70762 11.54440
C 7.88675 9.06611 5.65186
C 17.97886 14.20605 8.09474
N 9.17833 14.31498 7.10098
H 16.71752 8.26044 5.67868
C 15.78967 13.17922 8.58891
C 8.21192 7.77496 7.65158
C 13.19563 7.85874 6.94920
N 13.69420 9.08526 7.08122
H 18.67866 14.89886 8.46827
C 15.14944 6.89245 6.01749
Cs 11.97908 11.78800 7.02478
C 9.12059 18.08738 10.43323
H 8.13584 6.76879 8.18431
H 16.91338 12.23348 5.51875
N 10.97866 16.80196 10.77954
C 8.71106 8.92649 8.27856
H 12.15127 7.80992 7.29511
C 11.54554 12.58727 11.98961
N 11.78374 15.37911 8.11163
N 11.45675 14.12756 10.33860
H 11.97712 17.39835 8.83708
H 9.08803 9.75566 10.13262
H 8.46252 8.14906 10.15392
H 8.44655 18.90022 10.49978
H 6.66602 12.62417 8.42937
C 15.86687 12.48738 7.37157
N 8.88261 8.91195 9.61757
N 12.41070 14.60640 7.20772
C 13.23343 15.45505 6.47846
N 15.59679 10.41170 6.62216
C 17.91425 13.62589 6.82736
N 15.02863 11.41357 7.22744
C 12.20896 16.69854 8.05504
H 7.45724 13.81506 6.04685
C 8.56314 10.11408 6.29550
C 13.83093 6.74903 6.51788
C 16.83013 14.02672 8.92624
H 13.21854 11.50157 10.83626
H 16.75418 14.58424 9.84662
H 10.92065 18.75499 11.67359
C 10.38284 18.01618 11.01942
H 11.32555 12.01435 12.87079
C 7.94258 13.79294 7.02182
C 15.75984 8.11813 6.13516
C 12.57637 12.38031 10.96448
C 14.99286 9.22766 6.68708
H 7.30499 7.03453 5.82566
N 9.04263 10.02819 7.53427
H 8.65051 11.10879 5.84719
H 7.44441 9.16971 4.65880
N 10.10979 16.13658 9.97986
C 7.75117 7.86066 6.36363
H 13.60256 17.65657 6.63614
H 18.82709 13.71593 6.16969
H 8.15761 16.50924 9.10298
```

Output
Energy above the lowest of the compared OMol25 structures with the same formula, charge and spin: 0.00 kJ/mol
Total charge: +1
Spin multiplicity: 2
Highest occupied orbital energy (alpha / beta): -9.878 / -9.876 eV
Strongest force on any atom: 5.0 eV/Å
Gap between HOMO and LUMO (alpha / beta): 5.8 / 1.9 eV
Calculated total energy: -1839.71067 Ha

***

Here is a structure of composition C28H27BF4N7O2S4W in a non-equilibrium geometry from the Open Molecules 2025 dataset. Energies are from the ωB97M-V functional and the def2-TZVPD basis.

```
74
C28H27BF4N7O2S4W the ωB97M-V functional and the def2-TZVPD basis
C -1.82290 -0.33321 2.31897
H -4.18639 -2.84740 1.84825
H -0.56984 -1.03589 -3.73264
H 3.47480 1.39055 1.68840
H 3.06306 3.12174 1.76410
C -2.85259 -1.99930 -0.64714
C 0.69170 -3.79617 5.16050
C -3.35037 1.81993 -3.05551
N 2.32029 -0.24045 0.71071
N -0.96423 0.55034 2.85901
C -1.37369 2.23618 -4.30879
C -0.50401 2.83332 0.04186
C 0.62155 5.32555 -0.54218
F 0.75298 -0.93423 -2.11137
N -1.48075 -1.45483 -3.85739
N -1.86467 -0.59074 1.02246
B 1.26759 -2.61183 -2.63667
H 4.73219 -2.28417 3.04671
H -3.34563 2.71180 -5.01982
F 2.40077 -2.72485 -1.98622
O 1.43175 1.48108 -2.09601
C 1.90512 -4.43324 4.95160
C -3.44668 -2.07596 1.81472
H -0.64501 1.26728 2.20520
C -2.75535 2.29186 -4.22249
C 1.42640 4.28831 -0.12388
H 2.49117 4.44170 -0.05962
H 3.80432 2.43578 0.31371
H 1.05848 6.28450 -0.77523
H 2.34439 1.17719 -2.18598
C 3.72912 -1.93461 2.81304
S 3.36725 -2.58671 1.11931
H -0.86015 2.63899 -5.16642
C 1.47702 -1.89430 3.92359
F 1.29796 -2.39847 -3.94721
H -2.98635 1.01850 -1.09950
N -1.20989 1.18794 -2.15964
C -2.12751 -1.87774 -2.75163
H 2.07614 -5.42689 5.33948
H -2.37156 3.74886 -0.41920
H 1.30410 -0.90897 3.51274
S -3.39728 -3.05587 -2.89036
C -1.30495 3.90774 -0.35629
N 1.34441 0.67187 0.41668
C 2.89560 -3.80358 4.22210
C -2.55656 1.31519 -2.05441
C 0.89625 3.02105 0.16962
F 0.18997 -3.25508 -2.18730
H -1.53355 -2.05500 -4.66681
C 0.47957 -2.52866 4.64470
C 3.10204 2.24095 1.12644
H -1.38954 5.94470 -0.97230
O -1.07163 1.68081 0.38644
C 2.04130 -1.49234 0.74933
C 2.69588 -2.52671 3.70971
C 1.74425 1.92874 0.57841
H 3.70052 -0.85019 2.76170
N -1.95541 -1.40817 -1.52871
H 3.83156 -4.30741 4.03108
S -2.92630 -1.28660 3.25443
H -1.08991 0.80987 3.82434
W -0.40438 -0.09012 -0.52650
H -0.09008 -4.28844 5.71964
H -4.46622 -3.48235 -0.73202
H 1.17466 0.82420 -4.05085
C -3.70417 -2.89999 -1.20614
C -0.63579 1.67388 -3.27952
H -0.47359 -2.04083 4.79245
C -2.77657 -1.59005 0.73599
S 0.45848 -2.14884 0.56256
H 1.20214 2.59635 -3.81879
C -0.75047 5.13506 -0.65464
C 0.86863 1.64223 -3.38117
H -4.41940 1.85614 -2.92963
```

Output
Energy above the lowest of the compared OMol25 structures with the same formula, charge and spin: 104.44 kJ/mol
Total charge: +1
Spin multiplicity: 3
Highest occupied orbital energy (alpha / beta): -10.020 / -10.263 eV
Strongest force on any atom: 1.4 eV/Å
Gap between HOMO and LUMO (alpha / beta): 7.1 / 6.9 eV
Calculated total energy: -3701.25974 Ha

***

Here is a structure of composition C28H27CaF6N3Sb in a non-equilibrium geometry from the Open Molecules 2025 dataset. Energies are from the ωB97M-V functional and the def2-TZVPD basis.

```
66
C28H27CaF6N3Sb the ωB97M-V functional and the def2-TZVPD basis
H 0.95239 -6.16431 1.95787
H -2.83809 1.10370 2.94542
H 1.74141 2.47551 3.27875
H 0.67097 1.17457 3.79319
C -0.07886 -1.65342 -2.20734
C 0.51212 2.84148 0.74185
H -0.19501 3.70136 -1.88244
C 0.63934 -2.02137 -4.50334
H -2.47148 1.98128 -1.35883
H -1.65962 4.53432 -1.35004
H -0.18197 -0.73307 -6.01103
C 0.04228 -3.04641 -0.23659
C -2.02230 1.37650 -2.13357
H 1.22981 -2.60536 -5.19361
H -1.70441 1.14820 -5.49216
H 1.86000 0.89487 2.51987
H 1.27934 -3.18936 -2.84485
C -0.65688 4.23971 -1.05257
Sb 3.37148 -0.70622 -0.08922
F 2.34153 -1.27195 1.44092
C -2.23369 1.68538 -3.48545
H 0.08961 -4.45822 -1.85332
C -1.60438 0.93184 -4.43776
F 2.76610 -2.16107 -1.12922
C -0.74244 -0.45553 -2.65134
C 0.02773 -2.95616 1.20380
F 3.90052 0.75729 1.00605
H -1.45261 1.35238 4.02239
H 0.70843 -6.37027 -0.49854
C -2.05668 1.80555 3.24024
H -3.36564 3.92984 -0.08772
N -0.31374 -1.78615 1.77820
F 1.77170 0.34762 -0.66569
H -2.86031 2.52048 -3.75818
C 0.65960 -5.31892 1.35413
F 4.23307 0.11300 -1.55202
C 0.21617 -4.31842 -0.79327
C -1.73615 3.02088 0.97311
C 0.15241 2.08544 1.91216
C 0.37308 -4.09524 1.98463
N -1.29870 0.35582 -1.72923
C 0.41034 -3.94089 3.38456
H 0.71238 -4.77938 3.99471
C -1.22245 2.21146 2.07193
H 2.04210 2.94255 -0.74329
C 0.53807 -5.42040 -0.00999
H 0.05126 -2.59592 5.00966
H 2.02253 4.27894 0.39520
Ca 0.02119 -0.08254 0.25851
H -3.81063 2.50764 0.86954
H -0.63006 -0.74330 3.50498
H -0.07271 5.14197 -0.87392
C -3.17405 3.39458 0.84065
C -0.31655 -1.69290 3.09070
C 0.05059 -2.74282 3.94084
C 0.64873 -2.37425 -3.15816
H 2.64033 2.70318 0.90519
C 1.88286 3.19878 0.30572
N -0.18258 -1.89159 -0.88354
H -3.47725 4.03742 1.66993
C -0.81937 -0.16917 -4.04368
H -2.54491 2.68325 3.66547
C -0.67206 3.39013 0.17827
C 1.15802 1.62086 2.92902
C -0.12078 -0.97205 -4.96060
F 4.79889 -1.77115 0.50305
```

Output
Total charge: 0
Spin multiplicity: 2
Highest occupied orbital energy (alpha / beta): -6.568 / -6.567 eV
Strongest force on any atom: 2.8 eV/Å
Gap between HOMO and LUMO (alpha / beta): 6.6 / 4.6 eV
Calculated total energy: -2764.75278 Ha

***

> Among the records above, which one has the highest spin multiplicity?

C28H27BF4N7O2S4W

***

> What is the spin multiplicity in the fourth record?

2

***

> What is the formula in the first record?

C28H26N8RuS

***

> Number 2 is which compound?

C28H27BCsN13